No. 1
One molecule with the formula C4H8N2O at a distorted geometry, computed with ωB97M-V with the def2-TZVPD basis set.

ORCA input file:
```
! wB97M-V def2-TZVPD RIJCOSX def2/J DEFGRID3
* xyz 0 1
C -1.73 0.72 -0.15
C -0.28 1.20 0.29
C 2.32 -0.97 -0.19
C -1.34 -0.70 -0.45
N 1.34 -0.29 0.25
N 0.79 0.66 -0.40
O -1.56 -1.56 0.33
H -2.49 0.72 0.73
H -2.10 1.05 -1.12
H -0.25 2.29 0.40
H -0.18 1.00 1.34
H 2.66 -0.94 -1.22
H 2.59 -1.84 0.34
H -0.79 -0.96 -1.39
H 1.00 -0.37 1.24
*
```

Calculated values
ΔE to the lowest compared entry with this formula, charge and spin   464.5 kJ/mol
HOMO (spin up / spin down)   -7.83 / -7.83 eV
E_LUMO (spin up / spin down)   0.98 / 0.98 eV
F_max   3.465 eV Å⁻¹
Gap between HOMO and LUMO (spin up / spin down)   8.82 / 8.81 eV
Total energy   -9301.5794 eV


No. 2
C45H51NO4P2PdS as an isolated structure, computed with ωB97M-V with the def2-TZVPD basis set.

ORCA input file:
```
! wB97M-V def2-TZVPD RIJCOSX def2/J DEFGRID3
* xyz 4 5
Pd -0.74 -0.54 -0.33
C -1.14 -0.20 2.91
O -1.35 -1.03 1.76
C -2.52 -1.86 1.85
C -2.48 -2.85 0.71
O -2.26 -2.18 -0.55
C -3.42 -1.81 -1.33
C -3.76 -0.34 -1.11
O -2.63 0.50 -1.37
C -2.51 0.84 -2.77
H -0.86 -0.82 3.76
H -2.06 0.35 3.14
H -0.34 0.50 2.67
H -3.41 -1.23 1.83
H -2.51 -2.41 2.80
H -3.40 -3.44 0.67
H -1.64 -3.54 0.82
H -4.26 -2.45 -1.07
H -3.15 -2.00 -2.37
H -4.05 -0.15 -0.07
H -4.60 -0.05 -1.75
H -3.37 1.46 -3.06
H -2.48 -0.05 -3.39
H -1.59 1.41 -2.89
C 3.35 -3.10 -0.66
N 1.96 -2.58 -0.82
P 1.62 -1.01 -0.22
C 2.33 -0.97 1.42
C 1.74 -1.80 2.37
C 2.30 -1.92 3.63
C 3.44 -1.20 3.95
C 4.04 -0.38 3.00
C 3.49 -0.26 1.73
C 2.56 0.10 -1.28
C 2.71 1.44 -0.88
C 3.47 2.30 -1.65
C 4.07 1.85 -2.82
C 3.92 0.53 -3.22
C 3.17 -0.35 -2.45
P 0.72 -3.62 -1.18
C -0.10 -3.26 -2.71
C -1.13 -4.12 -3.10
C -1.83 -3.87 -4.27
C -1.53 -2.75 -5.04
C -0.53 -1.87 -4.63
C 0.18 -2.11 -3.46
C 1.14 -5.30 -0.98
C 1.19 -6.19 -2.07
C 1.54 -7.51 -1.85
C 1.84 -7.94 -0.56
C 1.80 -7.07 0.52
C 1.45 -5.75 0.32
H 4.04 -2.25 -0.64
H 3.60 -3.74 -1.50
H 3.46 -3.65 0.27
H 0.84 -2.36 2.12
H 1.85 -2.57 4.37
H 3.88 -1.29 4.93
H 4.94 0.16 3.24
H 3.99 0.35 0.99
H 2.26 1.77 0.05
H 3.62 3.33 -1.34
H 4.67 2.53 -3.42
H 4.40 0.18 -4.12
H 3.08 -1.38 -2.77
H -1.38 -5.00 -2.51
H -2.60 -4.56 -4.60
H -2.06 -2.57 -5.96
H -0.29 -1.01 -5.24
H 0.98 -1.44 -3.17
H 0.97 -5.85 -3.07
H 1.59 -8.20 -2.68
H 2.12 -8.98 -0.40
H 2.04 -7.42 1.51
H 1.41 -5.06 1.16
O -0.29 1.56 0.36
S -0.86 2.85 -0.23
C -2.17 3.31 0.96
C -2.64 4.72 0.93
C -2.80 5.41 2.18
C -3.30 6.70 2.23
C -3.64 7.33 1.05
C -3.48 6.65 -0.21
C -2.99 5.36 -0.26
C 0.34 4.16 0.16
C 0.46 4.51 1.61
C 0.04 5.79 2.01
C 0.11 6.17 3.34
C 0.59 5.27 4.29
C 1.03 4.01 3.89
C 0.97 3.63 2.56
H -1.75 3.04 1.93
H -2.97 2.62 0.70
H -2.55 4.89 3.10
H -3.44 7.20 3.18
H -4.05 8.33 1.05
H -3.75 7.18 -1.12
H -2.88 4.86 -1.21
H 0.01 5.01 -0.44
H 1.26 3.78 -0.29
H -0.27 6.51 1.26
H -0.18 7.17 3.64
H 0.66 5.57 5.33
H 1.44 3.33 4.63
H 1.34 2.66 2.26
*
```

Calculated values
HOMO (spin up / spin down)   -17.58 / -18.37 eV
E_LUMO (spin up / spin down)   -9.40 / -13.56 eV
F_max   0.770 eV Å⁻¹
Gap between HOMO and LUMO (spin up / spin down)   8.18 / 4.80 eV
Total energy   -90025.0830 eV
<S²>   6.033


No. 3
One molecule with the formula C5H9N at a distorted geometry, computed with ωB97M-V with the def2-TZVPD basis set.

ORCA input file:
```
! wB97M-V def2-TZVPD RIJCOSX def2/J DEFGRID3
* xyz 0 1
N 1.79 -0.69 -2.17
C 0.52 -1.05 -1.64
C -0.68 -0.31 -1.33
C -0.83 0.36 -0.11
C -0.13 0.02 1.01
C -0.31 0.91 2.23
H 1.82 0.32 -2.28
H 1.35 -0.72 -0.85
H 0.31 -2.13 -1.67
H -1.44 -0.24 -2.10
H -1.54 1.19 -0.07
H 0.38 -0.91 1.23
H -0.86 0.28 2.96
H -0.94 1.76 1.97
H 0.55 1.21 2.82
*
```

Calculated values
ΔE to the lowest compared entry with this formula, charge and spin   616.5 kJ/mol
HOMO   -6.52 eV
E_LUMO   -0.82 eV
F_max   1.992 eV Å⁻¹
Gap between HOMO and LUMO   5.69 eV
Total energy   -6814.6052 eV


No. 4
One molecule with the formula C4H9N3 at a distorted geometry, computed with ωB97M-V with the def2-TZVPD basis set.

ORCA input file:
```
! wB97M-V def2-TZVPD RIJCOSX def2/J DEFGRID3
* xyz 0 1
C -0.22 -0.13 1.31
N 0.67 1.21 1.42
N 0.16 -1.27 2.10
C -0.22 -0.43 -0.13
C -0.53 0.30 -2.47
C -0.71 0.44 -1.03
N 0.21 -0.61 -2.95
H -1.19 0.23 1.65
H 0.12 -1.09 3.09
H 1.59 0.98 1.04
H 0.80 1.56 2.36
H 1.07 -1.63 1.84
H 0.22 -0.63 -3.97
H 0.42 -1.23 -0.48
H -1.10 1.01 -3.08
H -1.32 1.28 -0.71
*
```

Calculated values
ΔE to the lowest compared entry with this formula, charge and spin   165.8 kJ/mol
SMILES   [H]/N=C/C=C/C(N)N
HOMO   -8.95 eV
E_LUMO   0.52 eV
F_max   2.711 eV Å⁻¹
Gap between HOMO and LUMO   9.47 eV
Total energy   -8762.8062 eV


> What is the formula in the first record?

C4H8N2O


Please write out number 1 again, unchanged.
One molecule with the formula C4H8N2O at a distorted geometry, computed with ωB97M-V with the def2-TZVPD basis set.

ORCA input file:
```
! wB97M-V def2-TZVPD RIJCOSX def2/J DEFGRID3
* xyz 0 1
C -1.73 0.72 -0.15
C -0.28 1.20 0.29
C 2.32 -0.97 -0.19
C -1.34 -0.70 -0.45
N 1.34 -0.29 0.25
N 0.79 0.66 -0.40
O -1.56 -1.56 0.33
H -2.49 0.72 0.73
H -2.10 1.05 -1.12
H -0.25 2.29 0.40
H -0.18 1.00 1.34
H 2.66 -0.94 -1.22
H 2.59 -1.84 0.34
H -0.79 -0.96 -1.39
H 1.00 -0.37 1.24
*
```

Calculated values
ΔE to the lowest compared entry with this formula, charge and spin   464.5 kJ/mol
HOMO (spin up / spin down)   -7.83 / -7.83 eV
E_LUMO (spin up / spin down)   0.98 / 0.98 eV
F_max   3.465 eV Å⁻¹
Gap between HOMO and LUMO (spin up / spin down)   8.82 / 8.81 eV
Total energy   -9301.5794 eV


> Among the records above, which one has the lowest total energy?

C45H51NO4P2PdS